No. 1
Formula: C23H49EuN2O2P3
Source: the Open Molecules 2025 dataset
Level of theory: ωB97M-V with the def2-TZVPD basis set

total charge: +3
frontier orbital gap (alpha / beta): 6.4 / 4.8 eV
highest occupied orbital energy (alpha / beta): -15.723 / -15.693 eV
multiplicity: 7
⟨S²⟩: 12.032

Last column: Löwdin charge in e.
Positions of all 80 atoms, in Å:
Eu: -0.1308 -0.1301 -0.2965  1.563
P: -2.2051 -0.0780 2.0992  0.764
P: -2.3601 1.6415 -1.3147  0.697
P: 1.5593 -0.2016 2.2294  0.720
H: 5.0222 6.7481 -3.7385  0.065
C: 5.8223 6.0275 -3.5389  -0.095
C: 6.1485 5.0740 -4.4313  -0.069
H: 5.6373 4.9998 -5.3961  0.063
C: -2.4992 1.2237 3.3754  -0.250
C: -3.9956 -0.3333 1.7533  -0.256
C: -2.1291 -1.4778 3.3208  -0.231
C: -1.4886 2.2557 -2.8253  -0.285
C: -3.9338 1.1979 -2.1232  -0.269
C: -2.8557 3.3060 -0.6892  -0.260
C: 3.2482 -0.0434 1.5028  -0.281
C: 1.8453 -1.7102 3.2248  -0.265
C: 1.7763 1.0287 3.5793  -0.260
H: 6.3523 6.1211 -2.5847  0.061
H: 6.9534 4.3586 -4.2344  0.061
H: -3.3194 0.8915 4.0270  0.070
H: -2.7591 2.1605 2.8646  0.053
H: -1.5781 1.3691 3.9564  0.049
H: -4.5374 -0.3988 2.7094  0.076
H: -4.1980 -1.2531 1.1938  0.035
H: -4.4216 0.4991 1.1827  0.044
H: -2.2681 -1.1037 4.3445  0.068
H: -1.1604 -1.9775 3.2802  0.016
H: -2.9015 -2.2457 3.1613  0.061
H: -2.2787 2.5697 -3.5237  0.063
H: -0.8893 1.4517 -3.2903  0.040
H: -0.8273 3.1151 -2.5993  0.053
H: -4.5233 2.1079 -2.2736  0.065
H: -4.4965 0.5082 -1.4906  0.031
H: -3.7619 0.7404 -3.1041  0.063
H: -3.3591 3.7933 -1.5401  0.066
H: -1.9734 3.8838 -0.3740  0.048
H: -3.5645 3.1993 0.1430  0.048
H: 3.9668 -0.5079 2.1938  0.058
H: 3.5225 1.0173 1.3445  0.057
H: 3.2769 -0.5763 0.5396  0.036
H: 2.9224 -1.7915 3.4242  0.061
H: 1.5166 -2.5959 2.6681  0.028
H: 1.3195 -1.6515 4.1854  0.057
H: 2.8032 0.9019 3.9582  0.071
H: 1.0560 0.8291 4.3863  0.047
H: 1.6376 2.0435 3.1868  0.047
C: 2.2960 1.8915 -1.5497  -0.371
C: 1.9242 3.0746 -0.8359  0.006
C: 2.7533 4.1858 -0.8608  -0.002
C: 3.9347 4.1638 -1.6198  0.029
C: 4.2883 3.0236 -2.3399  -0.003
C: 3.4871 1.9060 -2.3253  0.057
O: 1.5803 0.8054 -1.4947  -0.238
H: -0.8572 1.0976 1.1426  -0.105
H: 0.9891 3.0650 -0.2604  0.106
H: 2.5287 5.0691 -0.2792  0.130
H: 4.5791 5.0468 -1.6747  0.105
H: 5.1933 3.0043 -2.9335  0.114
H: 3.6664 1.0028 -2.8886  0.138
C: -2.9461 -2.5720 -1.2816  -0.017
N: -2.1833 -3.5904 -0.5649  -0.080
C: -2.9030 -4.7026 0.0306  -0.123
C: -2.1929 -5.9874 -0.3865  -0.125
C: -0.7666 -5.9872 0.1008  -0.147
N: -0.1928 -4.6724 -0.0228  -0.072
C: 1.2243 -4.6698 0.1977  -0.024
C: -0.8487 -3.5366 -0.4282  -0.409
O: -0.1994 -2.4447 -0.5958  -0.225
H: -2.4215 -1.6036 -1.3176  0.031
H: -3.9128 -2.4364 -0.7807  0.090
H: -3.1476 -2.8453 -2.3279  0.117
H: -2.9020 -4.6447 1.1311  0.137
H: -3.9386 -4.6285 -0.3121  0.137
H: -2.2298 -6.0526 -1.4851  0.136
H: -2.7007 -6.8823 0.0065  0.140
H: -0.1117 -6.6821 -0.4304  0.143
H: -0.7248 -6.3122 1.1472  0.143
H: 1.4257 -5.1357 1.1649  0.108
H: 1.7395 -5.2858 -0.5504  0.117
H: 1.5989 -3.6521 0.1587  0.074

No. 2
Formula: C5H6FNO
Source: the Open Molecules 2025 dataset
Level of theory: ωB97M-V with the def2-TZVPD basis set

frontier orbital gap: 9.6 eV
highest occupied orbital energy: -8.610 eV
SMILES: N[C@H]1[C@H]2OC=C(F)[C@@H]12

Last column: natural (NBO) charge in e.
Positions of all 14 atoms, in Å:
N: 1.5142 -0.9525 -1.1086  -0.831
C: 1.3758 -0.7517 0.3311  -0.071
C: 0.9603 0.6359 0.7657  0.073
O: 0.4227 1.5452 -0.1788  -0.473
C: -0.7881 1.0565 -0.5808  0.034
C: -1.1516 -0.0434 0.0809  0.301
F: -2.2618 -0.8257 -0.0741  -0.317
C: -0.0521 -0.4635 1.0011  -0.339
H: 0.8593 -1.6377 -1.4064  0.365
H: 1.4756 -0.1593 -1.7010  0.374
H: 2.1428 -1.2477 1.0025  0.215
H: 1.4731 1.1596 1.5561  0.206
H: -1.3638 1.8000 -1.2259  0.222
H: -0.2770 -0.7800 2.0445  0.241

No. 3
Formula: C32H49F3IN12O3
Source: the Open Molecules 2025 dataset
Level of theory: ωB97M-V with the def2-TZVPD basis set

total charge: +1
frontier orbital gap: 9.9 eV
highest occupied orbital energy: -12.356 eV

Last column: Löwdin charge in e.
Positions of all 100 atoms, in Å:
C: 2.8915 -0.6635 -2.5119  -0.034
C: 1.5613 0.0165 -2.7729  -0.107
N: 0.4607 -0.1834 -1.7049  -0.044
C: 1.0341 -0.2115 -0.3288  -0.034
C: 1.7673 1.0474 0.0664  -0.432
O: 1.2109 2.0941 0.2897  0.158
O: 3.0834 0.8207 0.2405  0.083
C: 3.8975 1.9730 0.4422  -0.430
C: 4.7151 2.3190 -0.7399  0.047
O: 3.9012 2.5168 1.5088  0.177
C: -0.4722 1.0092 -1.9453  -0.127
C: -1.8909 1.1637 -1.3773  -0.716
C: -2.0509 2.5927 -0.8686  -0.169
I: -2.6542 -0.1008 0.1620  0.999
C: -0.1948 -1.5155 -2.0239  -0.618
F: -0.5167 -2.1749 -0.9289  0.142
F: -1.2552 -1.2612 -2.7684  0.184
F: 0.6684 -2.2686 -2.7024  0.183
H: 3.2624 -1.0028 -3.4696  0.100
H: 2.8512 -1.5435 -1.8914  0.061
H: 3.6167 0.0432 -2.1560  0.058
H: 1.7419 1.0674 -2.8780  0.108
H: 1.1561 -0.2736 -3.7287  0.128
H: 1.6805 -1.0590 -0.1730  0.133
H: 0.2570 -0.2978 0.4188  0.071
H: 4.1518 2.9368 -1.4272  0.108
H: 5.0299 1.4168 -1.2450  0.083
H: 5.6028 2.8220 -0.3949  0.103
H: 0.0939 1.8905 -1.6991  0.108
H: -0.5650 1.0324 -3.0229  0.117
H: -2.5873 1.0640 -2.1930  0.068
H: -3.1103 2.7682 -0.7502  0.077
H: -1.6417 3.2988 -1.5778  0.059
H: -1.6073 2.6934 0.1107  0.017
C: -2.5239 -1.7135 -5.8411  -0.079
C: -1.6894 -0.5246 -5.8938  -0.273
N: -1.0153 0.4032 -5.8558  0.134
H: -3.5037 -1.4815 -5.4283  0.080
H: -2.6823 -2.1477 -6.8261  0.073
H: -2.0630 -2.4747 -5.2133  0.077
C: 0.5293 2.8622 4.0905  -0.073
C: -0.6151 2.7858 3.2023  -0.270
N: -1.4805 2.6870 2.4531  0.146
H: 1.2809 3.5395 3.6899  0.090
H: 0.2306 3.2327 5.0662  0.044
H: 0.9786 1.8756 4.2044  0.058
C: -3.3323 5.8096 5.0344  -0.058
C: -1.9469 5.4942 5.3269  -0.257
N: -0.8529 5.2458 5.5592  0.144
H: -3.9405 4.9126 5.0788  0.079
H: -3.7273 6.5217 5.7545  0.089
H: -3.4231 6.2375 4.0384  0.087
C: 1.8101 -3.1789 2.7692  -0.051
C: 1.3842 -1.7908 2.8320  -0.260
N: 1.0507 -0.6953 2.9064  0.180
H: 2.8626 -3.2594 3.0343  0.073
H: 1.2375 -3.7801 3.4721  0.096
H: 1.6634 -3.5816 1.7678  0.078
C: -0.2068 4.8910 -3.7437  -0.058
C: 0.9239 4.0626 -4.1240  -0.273
N: 1.8122 3.4010 -4.4203  0.135
H: -1.0570 4.7133 -4.3999  0.093
H: -0.5066 4.6711 -2.7220  0.057
H: 0.0437 5.9484 -3.7972  0.092
C: 2.1026 -5.7031 -2.8500  -0.057
C: 3.1697 -4.7293 -2.6882  -0.264
N: 4.0355 -3.9890 -2.5532  0.146
H: 1.8416 -5.8085 -3.9011  0.090
H: 2.4198 -6.6738 -2.4742  0.092
H: 1.2156 -5.3935 -2.3005  0.076
C: 6.6484 -5.2305 -0.3806  -0.083
C: 6.0640 -6.3977 0.2568  -0.292
N: 5.5952 -7.3229 0.7448  0.125
H: 5.8797 -4.4826 -0.5658  0.049
H: 7.4220 -4.7874 0.2435  0.082
H: 7.0946 -5.4942 -1.3372  0.085
C: 4.5322 0.1969 4.0430  -0.066
C: 4.1495 -1.0202 4.7412  -0.280
N: 3.8210 -1.9850 5.2665  0.144
H: 3.6581 0.8182 3.8556  0.063
H: 5.2440 0.7683 4.6351  0.090
H: 4.9952 -0.0434 3.0877  0.080
C: -7.3609 1.9479 4.7299  -0.105
C: -7.8991 3.2977 4.7961  -0.290
N: -8.3097 4.3679 4.8248  0.119
H: -6.3057 1.9436 4.9800  0.043
H: -7.8741 1.2907 5.4279  0.084
H: -7.4705 1.5347 3.7310  0.074
C: -2.7011 -0.2305 4.6544  -0.065
C: -4.1468 -0.2155 4.4933  -0.254
N: -5.2845 -0.2752 4.3514  0.150
H: -2.4186 -0.1625 5.7032  0.088
H: -2.2901 -1.1589 4.2618  0.079
H: -2.2419 0.5961 4.1122  0.047
C: -5.6263 -4.1398 -4.8528  -0.068
C: -5.1975 -3.8922 -6.2206  -0.286
N: -4.8700 -3.7048 -7.3030  0.144
H: -6.4972 -4.7914 -4.8424  0.087
H: -4.8325 -4.6206 -4.2844  0.081
H: -5.8927 -3.2064 -4.3601  0.081